[1]
Computed, not measured: C44H61N6O3SiTi as an isolated structure in a non-equilibrium geometry, with the ωB97M-V functional and the def2-TZVPD basis.

Calculated values
- Energy above the lowest of the compared OMol25 structures with the same formula, charge and spin: 2.28 kcal/mol
- LUMO energy: 1.9 eV
- DFT total energy: -92702.448 eV

Geometry as ORCA input:
```
! wB97M-V def2-TZVPD RIJCOSX def2/J DEFGRID3
* xyz -1 1
Ti -0.5503 0.0104 -0.2058
C -5.5605 2.5857 -2.2126
C -4.3162 3.4742 -2.3489
C -3.2368 3.0380 -1.4088
C -2.8995 3.5733 -0.1899
C -3.5191 4.7452 0.5044
C -4.6039 4.3159 1.5007
C -1.8239 2.7813 0.3272
N -1.5045 1.7869 -0.5460
C -2.3399 1.9539 -1.6458
C -2.1698 1.3026 -2.8481
C -1.0267 0.5814 -3.1574
C -0.5471 0.3193 -4.4694
C -1.3447 0.4901 -5.7243
C -1.3954 1.9437 -6.2142
C 0.7748 -0.0517 -4.3353
C 1.0592 -0.0479 -2.9396
C 2.2815 -0.3824 -2.3208
C 2.3257 -0.7346 -1.0014
N 1.2389 -0.8307 -0.1832
C 1.6463 -1.6368 1.0036
C 1.5022 -0.8740 2.2898
C 0.9838 0.3591 2.4266
N 0.3340 1.1046 1.4419
C -0.2704 2.1316 2.0968
C -1.2139 2.9791 1.5707
C 0.1323 2.1567 3.5017
C 0.8960 1.0690 3.7089
C 1.4461 0.5882 5.0140
C 0.4206 -0.2769 5.7564
C -0.2931 3.1804 4.5055
C 0.6246 4.4091 4.4960
C 3.1445 -1.8162 0.8183
C 3.5176 -1.2628 -0.3399
C 4.8969 -1.1523 -0.9117
C 5.3719 0.3061 -0.9395
C 4.0212 -2.4564 1.8503
C 4.8312 -1.4330 2.6598
N -0.0394 0.3037 -2.2227
C 1.7569 -0.3807 -5.4175
C 2.6594 0.8130 -5.7575
H -6.3481 2.8924 -2.9044
H -5.9537 2.6449 -1.1969
H -5.3016 1.5450 -2.4108
H -4.5793 4.5142 -2.1435
H -3.9502 3.4319 -3.3774
H -3.9517 5.4200 -0.2382
H -2.7451 5.3079 1.0331
H -5.4439 3.8585 0.9762
H -4.9785 5.1730 2.0661
H -4.2066 3.5777 2.1986
H -2.8945 1.4841 -3.6316
H -2.3645 0.1329 -5.5583
H -0.9110 -0.1284 -6.5137
H -1.8182 2.5956 -5.4495
H -2.0035 2.0257 -7.1179
H -0.3920 2.3071 -6.4425
H 3.1780 -0.4440 -2.9220
H 1.9142 -1.3612 3.1654
H -1.5833 3.7861 2.1868
H 1.7170 1.4465 5.6335
H 2.3596 0.0125 4.8456
H -0.4402 0.3215 6.0573
H 0.8573 -0.7321 6.6481
H 0.0575 -1.0615 5.0985
H -0.2916 2.7343 5.5024
H -1.3193 3.4869 4.2963
H 1.6506 4.1147 4.7231
H 0.3059 5.1440 5.2384
H 0.6167 4.8822 3.5131
H 4.9046 -1.5575 -1.9278
H 5.5896 -1.7505 -0.3160
H 4.6981 0.9120 -1.5447
H 6.3791 0.3877 -1.3535
H 5.3741 0.7203 0.0700
H 4.7130 -3.1461 1.3594
H 3.4019 -3.0418 2.5327
H 5.5703 -0.9395 2.0267
H 5.3527 -1.9242 3.4842
H 4.1748 -0.6634 3.0653
H 1.2191 -0.6913 -6.3163
H 2.3786 -1.2254 -5.1058
H 2.0662 1.6358 -6.1593
H 3.4179 0.5408 -6.4961
H 3.1596 1.1725 -4.8570
N -0.4766 -3.0956 -2.3169
C -1.8038 -2.7069 -2.7980
C -2.7256 -1.9708 -1.8214
O -3.9324 -2.2116 -1.9474
N -2.2412 -1.0828 -0.9275
C -3.2719 -0.6279 0.0051
C -2.6027 -0.3860 1.3499
O -3.1945 0.0873 2.3010
O -1.3559 -0.7696 1.3483
H -0.1373 -2.3948 -1.6780
H 0.1743 -3.1039 -3.0921
H -2.3444 -3.6121 -3.0777
H -1.7633 -2.0724 -3.6929
H -4.0462 -1.3876 0.1289
H -3.7741 0.2826 -0.3333
C 0.7953 -3.8422 4.0547
Si 0.9085 -4.3598 2.2419
C 2.3990 -5.5246 2.0444
C -0.6600 -5.3505 1.8746
C 0.8866 -2.9936 0.9429
H 0.5482 -4.7108 4.6699
H -0.0084 -3.1138 4.1684
H 1.7142 -3.4043 4.4526
H 2.1745 -6.4946 2.4947
H 3.3041 -5.1433 2.5214
H 2.6269 -5.6879 0.9883
H -0.6505 -6.3366 2.3447
H -0.7864 -5.4871 0.7978
H -1.5368 -4.8079 2.2367
H 1.1608 -3.4566 -0.0103
H -0.1711 -2.7416 0.8590
*
```

=====

[2]
Computed, not measured: a 8-piece molecular cluster, C46H116N8O15 overall in a non-equilibrium geometry, with the ωB97M-V functional and the def2-TZVPD basis.

Calculated values
- Energy above the lowest of the compared OMol25 structures with the same formula, charge and spin: 39.21 kcal/mol
- LUMO energy: 0.6 eV
- SMILES: COC[C@H](C)N.COCCNCCOC.COCCNCCOC.COCCNCCOC.COCCNCCOC.COCCNCCOC.COCCNCCOC.COCCNCCOC
- DFT total energy: -92203.324 eV

Geometry as ORCA input:
```
! wB97M-V def2-TZVPD RIJCOSX def2/J DEFGRID3
* xyz 0 1
C 10.6629 -10.3855 -7.6245
O 9.7400 -9.3180 -7.5015
C 9.6233 -8.8496 -6.1857
C 8.5596 -7.7902 -6.0387
C 7.1571 -8.3448 -6.2443
N 8.9367 -6.4827 -6.5959
H 10.5861 -11.1128 -6.8188
H 11.6850 -10.0809 -7.8738
H 10.4460 -10.8989 -8.5685
H 9.4279 -9.6331 -5.4377
H 10.5999 -8.4904 -5.8179
H 8.5056 -7.5065 -4.9743
H 6.3928 -7.5774 -6.1357
H 6.9270 -9.1614 -5.5536
H 7.1554 -8.8761 -7.2023
H 9.5475 -6.7001 -7.3773
H 8.3233 -5.7236 -6.8525
C 4.3741 -13.9699 -17.2001
O 5.2411 -13.6143 -16.1183
C 6.3099 -14.5681 -15.9694
C 7.2420 -13.9468 -14.9128
N 8.3952 -13.2281 -15.5361
C 9.0289 -12.3845 -14.5070
C 9.6875 -13.1230 -13.3365
O 8.7273 -13.6027 -12.3883
C 8.4150 -12.6314 -11.3859
H 3.8331 -14.8776 -16.9220
H 4.9757 -14.1117 -18.1004
H 3.6971 -13.1264 -17.3057
H 6.7321 -14.7341 -16.9637
H 5.8541 -15.4850 -15.5826
H 7.7926 -14.7967 -14.5115
H 6.6558 -13.3150 -14.2483
H 8.0769 -12.7462 -16.3657
H 8.2531 -11.6491 -14.2559
H 9.8360 -11.8029 -14.9650
H 10.4372 -12.4986 -12.8525
H 10.0782 -14.0523 -13.7553
H 7.8948 -11.7818 -11.8370
H 9.2968 -12.3240 -10.8178
H 7.7367 -13.2414 -10.7874
C 15.9815 -2.4219 -1.9288
O 16.1403 -1.9615 -3.2592
C 14.9535 -1.9617 -4.0349
C 14.1973 -3.2784 -4.0490
N 13.4138 -3.5979 -5.2380
C 12.7431 -4.8706 -5.1174
C 12.0656 -5.1661 -6.4524
O 13.0009 -5.0818 -7.5124
C 12.3528 -4.9132 -8.7532
H 16.8102 -2.0159 -1.3483
H 15.9356 -3.5090 -1.9348
H 15.1235 -1.9459 -1.4357
H 15.2651 -1.7468 -5.0596
H 14.3656 -1.1085 -3.6794
H 13.5452 -3.3566 -3.1778
H 15.0051 -4.0307 -4.0105
H 13.9868 -3.5919 -6.0727
H 11.9881 -4.8180 -4.3328
H 13.3957 -5.7384 -4.9297
H 11.2052 -4.5246 -6.6831
H 11.5861 -6.1534 -6.5058
H 11.8123 -5.8152 -9.0630
H 13.0929 -4.8393 -9.5541
H 11.7573 -4.0005 -8.7599
C 16.5990 -8.4603 -4.6513
O 16.6032 -9.4026 -5.6981
C 15.4361 -10.1828 -5.8053
C 15.1842 -10.4492 -7.3093
N 14.0698 -9.6439 -7.8862
C 14.2796 -8.2042 -7.6130
C 15.4894 -7.5729 -8.2738
O 15.1877 -7.4206 -9.6708
C 16.0728 -6.5244 -10.3286
H 15.8481 -7.6748 -4.8198
H 17.5766 -7.9818 -4.6447
H 16.3616 -8.8526 -3.6565
H 14.5045 -9.9263 -5.2949
H 15.6301 -11.2066 -5.4494
H 14.8146 -11.4782 -7.3693
H 16.1272 -10.4021 -7.8552
H 14.2471 -9.6965 -8.8896
H 14.2995 -7.9298 -6.5554
H 13.3373 -7.7591 -7.9417
H 16.4612 -8.0396 -8.1042
H 15.5600 -6.5348 -7.9223
H 15.9414 -5.4853 -10.0088
H 15.7653 -6.5631 -11.3706
H 17.0973 -6.8436 -10.1348
C 3.5410 -6.1329 -3.9198
O 4.2972 -5.0375 -4.4633
C 3.5910 -3.8209 -4.4110
C 4.4394 -2.6359 -4.8453
N 4.8785 -2.8219 -6.2079
C 5.9185 -1.8650 -6.6133
C 6.3119 -2.1082 -8.0623
O 6.8827 -3.3828 -8.1656
C 7.6085 -3.6481 -9.3230
H 3.0984 -5.9005 -2.9559
H 4.3014 -6.9063 -3.9127
H 2.7781 -6.3688 -4.6701
H 3.2595 -3.6317 -3.3778
H 2.6547 -3.8620 -4.9847
H 5.2961 -2.5822 -4.1585
H 3.7908 -1.7670 -4.7218
H 5.3766 -3.6965 -6.3537
H 6.8742 -1.8162 -6.0754
H 5.4868 -0.8580 -6.6311
H 6.9837 -1.2976 -8.3730
H 5.4011 -2.0261 -8.6734
H 8.3304 -2.9087 -9.7013
H 7.0027 -3.6744 -10.2450
H 8.1023 -4.6135 -9.2477
C 8.6769 -1.3511 -3.0083
O 8.1194 -2.5437 -3.5183
C 7.9571 -3.4824 -2.4797
C 7.4564 -4.8075 -3.0770
N 7.0027 -5.8858 -2.2228
C 6.0559 -5.4738 -1.2176
C 5.4094 -6.6692 -0.5332
O 4.5065 -7.2461 -1.4445
C 4.3351 -8.6430 -1.2983
H 9.0021 -0.7452 -3.8525
H 9.5145 -1.5010 -2.3222
H 7.8896 -0.8026 -2.4746
H 7.2302 -3.0872 -1.7536
H 8.8365 -3.6066 -1.8350
H 8.2492 -5.1086 -3.7628
H 6.6262 -4.4308 -3.6886
H 6.5867 -6.6209 -2.7784
H 5.2669 -4.8636 -1.6927
H 6.4695 -4.8637 -0.4079
H 4.9672 -6.3880 0.4275
H 6.2865 -7.2901 -0.2941
H 3.8052 -9.0100 -2.1739
H 3.7564 -8.8453 -0.3869
H 5.2945 -9.1471 -1.1420
C 9.8248 -4.7092 -16.1578
O 9.8147 -5.7994 -15.2879
C 9.4641 -5.5006 -13.9632
C 9.8454 -6.6581 -13.0591
N 9.1707 -6.6571 -11.7532
C 9.7239 -7.6704 -10.8504
C 8.9562 -8.9942 -11.0607
O 7.5721 -8.7732 -11.1952
C 6.8113 -8.8412 -9.9942
H 8.8546 -4.5595 -16.6465
H 10.5886 -4.8420 -16.9263
H 10.0785 -3.7468 -15.6948
H 8.3679 -5.4991 -13.8552
H 9.8888 -4.5606 -13.6026
H 10.9207 -6.7745 -12.9041
H 9.5341 -7.5682 -13.5981
H 8.2130 -6.9295 -11.9426
H 9.5144 -7.3560 -9.8216
H 10.8073 -7.7602 -10.9150
H 9.1396 -9.5233 -10.1122
H 9.3511 -9.6745 -11.8161
H 5.7565 -8.9722 -10.2328
H 6.9356 -7.8671 -9.5170
H 7.0723 -9.6751 -9.3410
C 8.0882 -13.0346 -5.8462
O 6.8909 -12.3559 -6.1705
C 5.6632 -12.9512 -5.8494
C 4.5717 -11.9023 -6.0945
N 4.2379 -11.6938 -7.4904
C 3.3910 -12.7177 -8.0549
C 3.2391 -12.5677 -9.5426
O 4.4779 -12.8460 -10.1680
C 4.4619 -12.8952 -11.5747
H 8.1672 -14.0079 -6.3424
H 8.1205 -13.2506 -4.7721
H 8.8499 -12.3371 -6.1777
H 5.5955 -13.1087 -4.7576
H 5.5038 -13.9490 -6.2677
H 4.9906 -10.9624 -5.7159
H 3.7551 -12.0101 -5.3779
H 5.0644 -11.4666 -8.0210
H 2.3964 -12.7012 -7.6061
H 3.7729 -13.7464 -7.9450
H 2.9770 -11.5347 -9.8103
H 2.4939 -13.2828 -9.9120
H 3.6613 -13.5431 -11.9491
H 5.3975 -13.3604 -11.8760
H 4.3396 -11.8986 -12.0053
*
```

=====

[3]
Computed, not measured: C25H66CuMnN6O9 as an isolated structure in a non-equilibrium geometry, with the ωB97M-V functional and the def2-TZVPD basis.

Calculated values
- Energy above the lowest of the compared OMol25 structures with the same formula, charge and spin: 0.00 kcal/mol
- LUMO energy (alpha / beta): -2.3 / -3.0 eV
- DFT total energy: -130312.139 eV

Geometry as ORCA input:
```
! wB97M-V def2-TZVPD RIJCOSX def2/J DEFGRID3
* xyz 1 8
Cu -2.2477 -1.5891 -0.5160
Mn -0.0266 3.2093 -0.0764
C -0.2818 0.6584 -0.0720
O 0.6989 1.2725 0.4460
O -1.1251 1.4045 -0.6262
O -0.4761 -0.5608 -0.0620
C -2.8184 6.0233 -1.9621
C -2.0237 5.2196 -0.9043
C -2.8545 4.0369 -0.2702
O -2.0812 3.6314 0.9161
C -2.8962 2.7735 1.7573
N -0.7714 4.6653 -1.4246
H -2.8278 5.4054 -2.8600
H -2.4231 7.0263 -2.1228
H -3.8480 6.0833 -1.6094
H -1.6697 5.9469 -0.1737
H -3.1014 3.3067 -1.0409
H -3.8579 4.2849 0.0758
H -3.2540 1.8384 1.3265
H -3.6699 3.3889 2.2164
H -2.3303 2.4848 2.6430
H -1.0478 4.2153 -2.2855
H -0.1115 5.3468 -1.7712
C -3.7714 1.0192 -3.6053
C -3.4308 -0.3732 -3.0299
C -2.2167 -1.0545 -3.6641
O -1.9676 -2.1439 -2.7417
C -1.1500 -3.1894 -3.4341
N -3.3937 -0.0812 -1.5770
H -4.7667 1.3480 -3.3062
H -3.7947 1.0120 -4.6950
H -3.1282 1.8697 -3.3792
H -4.3086 -1.0074 -3.1542
H -1.3609 -0.3869 -3.7641
H -2.3892 -1.3020 -4.7115
H -0.8787 -3.9235 -2.6755
H -0.1666 -2.8666 -3.7760
H -1.6762 -3.4756 -4.3448
H -4.2170 0.4987 -1.4998
H -2.6353 0.5855 -1.5562
C 1.3180 -1.3845 4.6491
C 0.7347 -0.7488 3.4094
C -0.7416 -0.4935 3.4876
O -1.4737 -1.6903 3.6310
C -2.1565 -1.9009 4.9003
N 1.4494 0.5010 3.1384
H 1.1137 -0.8305 5.5653
H 2.3779 -1.6311 4.5858
H 0.9534 -2.3959 4.8288
H 0.9759 -1.3733 2.5492
H -1.1459 -0.0367 2.5843
H -1.0048 0.2066 4.2805
H -2.1004 -2.9275 5.2624
H -3.2022 -1.7652 4.6241
H -1.9192 -1.2271 5.7236
H 2.2452 0.0548 2.7050
H 1.0348 0.8865 2.3020
C 3.4559 -1.2772 -1.1350
C 2.8254 -2.5599 -0.7989
C 3.2850 -3.0698 0.5505
O 4.6961 -3.2835 0.8296
C 4.8810 -3.2693 2.2450
N 1.3612 -2.4864 -0.8511
H 3.1606 -1.0474 -2.1587
H 4.5238 -1.4905 -1.1819
H 3.3340 -0.4321 -0.4575
H 3.2747 -3.3409 -1.4123
H 2.8400 -4.0582 0.6653
H 2.8086 -2.3463 1.2120
H 4.5674 -2.3528 2.7450
H 5.9025 -3.5471 2.5047
H 4.2052 -4.0406 2.6144
H 1.0110 -1.6354 -0.4348
H 1.0088 -2.4214 -1.7954
C 4.0021 3.4501 -1.8356
C 2.8315 4.2099 -1.2949
C 2.5042 5.5178 -2.0202
O 1.4836 6.2659 -1.2212
C 1.1830 7.5439 -1.7803
N 1.7649 3.2431 -1.2506
H 4.8250 4.0725 -2.1870
H 3.8573 2.7854 -2.6872
H 4.6054 2.8181 -1.1839
H 3.1173 4.5263 -0.2917
H 2.0559 5.3927 -3.0058
H 3.4179 6.0922 -2.1729
H 2.1239 8.0824 -1.8939
H 0.5947 8.1473 -1.0889
H 0.6461 7.5014 -2.7279
H 2.0767 2.3128 -1.0107
H 1.6947 3.0254 -2.2344
C -1.4330 -5.5264 -0.3708
C -1.3908 -4.7275 0.9484
C -0.1204 -5.1905 1.7717
O -0.4378 -6.3553 2.5015
C 0.7139 -7.1113 2.7621
N -1.1503 -3.2865 0.6398
H -2.4079 -5.4382 -0.8503
H -1.4893 -6.5758 -0.0813
H -0.6027 -5.3896 -1.0636
H -2.3725 -4.9358 1.3738
H -0.0316 -4.4441 2.5610
H 0.7699 -5.0070 1.1702
H 1.1451 -7.5164 1.8466
H 0.4596 -7.9393 3.4239
H 1.5110 -6.5486 3.2479
H -0.1728 -3.2975 0.3861
H -1.0769 -2.8835 1.5630
*
```